Record 1
{
  "formula": "C54H64Br6N6O24",
  "method": "ωB97M-V with the def2-TZVPD basis set",
  "elements": ["H", "H", "C", "C", "H", "H", "H", "Br", "C", "H", "C", "H", "H", "O", "H", "H", "C", "H", "H", "C", "C", "H", "H", "C", "C", "H", "H", "O", "H", "H", "H", "O", "C", "C", "O", "H", "Br", "C", "H", "H", "H", "C", "H", "C", "C", "O", "H", "H", "Br", "H", "O", "H", "O", "O", "C", "H", "H", "H", "C", "H", "H", "C", "C", "H", "C", "N", "C", "H", "C", "C", "N", "O", "N", "C", "H", "H", "C", "N", "C", "O", "Br", "C", "C", "H", "H", "H", "C", "H", "C", "H", "H", "N", "C", "H", "C", "C", "H", "O", "H", "H", "C", "H", "H", "H", "C", "H", "H", "C", "H", "H", "H", "C", "H", "O", "C", "O", "C", "C", "H", "O", "Br", "C", "O", "O", "N", "C", "H", "O", "H", "C", "Br", "C", "C", "C", "C", "H", "C", "C", "C", "O", "H", "H", "O", "C", "O", "O", "H", "O", "C", "H", "C", "C", "O", "O"],
  "coordinates": [[-4.343211, 2.180250, 7.949427], [-1.969420, 5.646168, -2.933365], [-2.492205, -3.432416, 5.144449], [5.587330, -4.595777, 3.645462], [4.574276, -3.932909, 0.015528], [-2.542584, 2.325352, 6.311301], [-2.786284, -0.105646, 5.657620], [4.148578, -0.543718, -2.980871], [-1.243402, -1.056838, 4.483540], [-4.828343, 3.373552, -3.544942], [-1.171851, 5.491501, 5.340019], [-5.775540, -0.281723, 0.356559], [5.367474, -6.220430, 0.666241], [0.902349, -3.234030, 2.704638], [-3.914085, -2.184645, 6.154904], [-0.374311, -1.100031, -5.094751], [-1.947683, -0.901272, -8.071698], [-3.085431, 5.434882, 6.286407], [5.962458, -4.737456, 4.650264], [-3.233334, 2.155695, -4.320418], [5.157590, 1.746877, 1.899436], [0.368491, 3.798501, 1.435553], [2.977972, 7.781419, -0.673418], [2.950983, -1.465308, -4.229262], [-3.563011, 2.190353, 5.986563], [3.435593, -7.945043, -3.752474], [3.528092, 7.671561, 0.931586], [-4.206779, 1.146731, -0.829559], [-0.215581, 1.229046, -4.102125], [2.822833, -2.334769, -0.736202], [-5.025708, -1.686314, -0.461533], [1.342854, -1.399356, -1.777738], [1.911990, -1.770499, -0.535760], [-2.066327, 5.754917, 6.516037], [0.573831, -1.129106, 2.531487], [-2.928743, -4.372366, 5.454952], [3.659452, 0.585266, 1.495323], [-0.475260, 3.277544, -4.761958], [-7.134129, 1.271422, 4.817806], [5.499037, 2.270395, 1.017334], [-2.749375, 1.219668, -4.036156], [5.635100, -5.613096, 2.708107], [4.269612, -2.226558, 1.647851], [3.770817, 7.324573, -0.078277], [-5.879326, 1.680867, 6.508458], [3.382894, 3.963501, -0.874052], [-2.040668, -4.259176, -7.445209], [-6.789386, -1.499405, -0.464222], [6.660064, 0.828936, 2.773845], [1.893085, -5.988839, -3.648055], [-0.681397, 3.581438, -7.005861], [4.329990, -8.901371, -1.740771], [-0.306280, -0.623215, -0.600515], [4.177289, 5.627387, -2.156421], [5.322804, -5.415234, 1.381156], [1.907159, -1.290231, -3.994197], [-1.368724, 6.235992, 4.567142], [1.521614, 4.995398, 1.917928], [-1.360402, -3.479067, 4.329167], [2.541630, 1.518375, -0.692814], [-1.840058, 0.756273, -1.100113], [-3.841187, 2.049041, 4.626544], [3.072885, 3.141816, -2.006248], [2.621803, 3.754533, -2.787439], [-1.793160, -3.212284, -7.361281], [1.988244, -5.963123, 0.952329], [-2.988511, -2.233708, 5.594369], [3.564446, -8.109743, 0.499550], [-5.146637, 1.824825, 4.235334], [-1.132345, -2.780506, -6.207209], [-0.669008, -3.758220, -5.228268], [-5.062289, 1.446458, -2.889421], [-0.040545, 3.036892, -6.124577], [0.950033, 4.150732, 2.289636], [-1.040733, 5.374885, -5.053670], [1.192397, 2.584676, -1.311616], [-6.142086, 1.521893, 5.161947], [-5.467997, 1.607456, 2.801043], [-1.431737, 4.719792, -3.091503], [-6.590451, 1.230084, 2.537491], [3.203731, -3.417604, -4.243939], [-4.599281, 2.055849, 6.903933], [-1.448346, 0.153122, -0.280694], [-1.051817, 1.614327, -1.896547], [-3.625063, 2.873601, -2.369471], [-2.006823, 6.804932, 6.791471], [0.299138, -0.612608, -1.797698], [-0.770712, 0.434021, 1.726749], [-4.217879, 2.531678, -3.219962], [-2.217244, -0.561163, 0.014851], [-2.515337, 2.972784, -4.395917], [5.982273, -6.967352, 3.166312], [-0.932535, 2.465000, -2.556820], [-0.714148, -0.171043, 4.157105], [3.128270, -7.548795, -2.793782], [5.114409, -3.342580, 3.299054], [-3.034682, 2.150724, 3.911475], [6.488484, -7.114299, 4.255985], [4.011870, 2.716686, -2.369955], [-1.072540, -4.429498, 3.903056], [2.325759, -6.417394, -2.754374], [-6.644526, 1.496862, 7.248830], [-0.391197, 1.845421, 0.732974], [-1.089670, 0.551440, -6.734883], [-0.723858, 3.639626, 3.890371], [4.982640, -2.520525, 3.987198], [-2.723944, -2.606685, -9.148334], [3.767301, 5.210103, -1.105111], [1.590563, 3.341131, 2.630799], [1.915812, 1.362286, -2.345114], [4.748065, 7.740351, -0.310766], [-0.886964, -1.447896, -5.982611], [-1.665629, 3.940176, -1.126277], [2.251949, -6.613708, 1.935019], [-2.223765, -2.255605, -8.254354], [0.006449, 0.092774, -2.727933], [1.952077, -5.878922, -1.525456], [2.378380, -6.494244, -0.366006], [-2.440606, -0.165073, -8.693312], [1.377567, -4.920546, 0.972801], [4.601278, 3.291850, 2.974479], [3.581503, -8.130892, -1.611556], [-4.564261, 1.701680, 1.999309], [-0.840223, 2.523858, 3.488351], [0.348680, -2.209990, 3.052748], [-0.572238, 2.222291, -3.853609], [-3.712435, 2.011816, -5.288549], [0.123535, 4.543106, 3.389529], [-2.029820, 1.585866, 1.186281], [-1.329524, -0.490223, -6.897946], [3.242575, -0.772123, -6.008283], [3.177174, -7.627414, -0.387392], [-1.336905, 3.716899, -2.132829], [-1.121157, 1.048867, 0.900559], [-4.936706, 0.818736, -1.734887], [-1.817543, 5.130516, 7.378221], [-2.330653, -1.027080, 5.323388], [-5.844867, -0.962342, -0.494485], [2.118578, 2.058818, -1.532432], [-5.767183, -0.208951, -1.684673], [-0.123842, 5.611808, 5.614810], [2.194561, -0.865316, 0.005716], [5.795401, -7.870484, 2.376295], [4.930491, -4.127085, 1.019730], [0.841744, 2.232689, -6.348350], [-0.851773, -4.940823, -5.490042], [1.413397, -4.944545, -1.430095], [-0.158247, -3.356429, -4.205570], [4.763899, -3.139334, 1.962642], [1.383841, -2.399124, 0.177482], [-0.986658, 4.519452, -4.395238], [-0.781473, -2.275099, 3.979676], [3.637878, 5.922528, 0.013002], [-1.464723, 4.175623, 4.844691]],
  "forces_ev_per_a": [[-0.250, -0.044, 0.070], [0.353, 0.138, 0.493], [0.505, -0.506, -0.018], [0.316, 0.531, 0.761], [0.262, -0.081, -0.143], [-0.005, 0.239, 0.002], [0.322, -0.018, 0.052], [-0.421, -0.525, -0.385], [0.671, 0.035, -0.344], [-0.302, -0.140, 0.068], [0.040, 0.705, -0.069], [0.006, -0.207, 0.056], [0.015, -0.054, 0.012], [-0.100, 0.292, 0.958], [0.081, -0.193, 0.152], [-0.007, -0.253, 0.074], [-0.981, -0.043, 0.908], [-0.092, 0.507, -0.191], [-0.223, -0.411, -0.004], [-1.051, -0.117, 0.177], [0.060, 0.517, 0.708], [-0.259, -0.094, 0.252], [0.283, -0.288, -0.537], [0.478, -0.313, -0.486], [-0.742, -0.285, -0.349], [0.005, -0.076, 0.019], [0.232, -0.137, 0.004], [0.221, -0.027, -0.214], [-0.372, 0.624, -0.473], [0.018, 0.216, -0.493], [-0.037, 0.090, 0.057], [0.273, -0.835, -0.551], [1.293, -0.175, 1.270], [-0.373, -0.819, 0.360], [0.410, 0.264, 0.401], [-0.254, 0.062, -0.166], [0.699, 0.373, 0.446], [-0.017, 0.385, 1.323], [0.041, -0.119, -0.060], [0.134, -0.623, -0.295], [0.050, 0.106, -0.168], [-0.065, 0.054, 0.323], [0.313, 0.097, 0.135], [-0.776, 1.175, 1.104], [0.381, 0.079, -0.002], [-0.408, 0.130, 0.907], [0.127, -0.028, -0.263], [-0.042, 0.167, -0.304], [-0.763, 0.283, -0.550], [0.227, 0.072, -0.102], [-0.004, 0.475, 0.017], [-0.211, -0.296, 0.549], [0.784, -0.549, -0.808], [-0.166, 0.196, 0.035], [0.005, 0.553, -0.024], [0.266, 0.071, 0.318], [-0.037, -0.190, -0.187], [0.063, 0.201, 0.538], [-0.477, 0.029, -0.208], [-0.201, 0.062, 0.091], [-0.077, -0.897, 0.226], [0.259, 0.611, -0.022], [0.385, -0.656, -0.315], [0.108, -0.008, -0.011], [0.046, 0.107, 1.007], [-0.370, -0.043, -0.428], [-0.110, 0.781, 0.372], [-0.245, 0.278, 0.246], [-0.140, -0.884, 0.311], [-0.115, 0.145, -0.727], [-0.380, -0.848, -0.095], [-0.880, -0.521, -0.563], [-0.506, -0.538, -0.768], [-0.041, -0.768, -0.309], [0.054, -0.285, -0.387], [-0.118, -0.392, 0.482], [-0.315, 0.734, -0.211], [0.597, -0.599, 0.403], [-0.121, 0.083, -0.529], [-0.302, 0.222, -0.194], [0.033, 0.850, 0.292], [0.602, -0.181, 0.274], [-0.607, 0.693, 0.600], [0.635, 0.997, -0.552], [-0.428, -0.299, 0.208], [-0.182, -0.002, 0.056], [-0.829, 0.633, 1.924], [-0.073, 0.230, 0.044], [1.000, 0.555, -0.281], [-0.045, 0.079, -0.077], [-0.886, -0.515, -0.150], [0.574, -0.095, -0.499], [-0.700, 0.285, 1.092], [-0.174, 0.155, 0.155], [-0.089, 0.376, 0.052], [-0.146, -0.120, -1.159], [-0.169, -0.077, -0.105], [-0.141, 0.216, 0.317], [-0.080, 0.089, -0.170], [0.445, 0.117, 0.046], [-0.593, -0.182, 0.346], [-0.062, 0.030, -0.034], [0.221, -0.351, -0.433], [-0.161, 0.005, 0.068], [0.616, 1.137, -0.750], [0.166, -0.192, 0.285], [-0.165, 0.195, 0.026], [0.363, 0.115, -0.810], [0.195, 0.043, -0.224], [0.101, 0.139, 0.013], [0.124, -0.558, -0.435], [0.094, 0.962, 0.145], [-0.023, -0.328, 0.098], [0.322, -0.341, 0.320], [0.278, -0.230, -0.658], [0.147, -2.044, -0.033], [0.245, 0.400, 0.155], [0.361, -0.617, 0.104], [0.445, -0.006, -0.368], [-0.091, 0.227, -0.373], [0.017, -0.453, 0.002], [0.126, 0.416, -0.851], [-0.093, 0.349, 0.064], [-0.202, -0.885, 0.119], [-0.322, -0.390, -1.368], [2.183, 0.589, -1.378], [-0.163, -0.011, -0.002], [0.153, 0.694, -0.181], [-0.073, -0.285, 0.124], [0.536, -0.517, -0.323], [-0.103, 0.003, 0.099], [0.598, -0.457, -0.149], [-0.212, 0.605, -0.658], [-0.436, 0.130, 0.106], [0.483, 0.427, 1.092], [0.357, 0.179, 0.006], [-0.722, -0.683, -0.407], [0.544, 0.076, 0.886], [0.224, 0.776, -0.563], [-0.711, -0.069, -1.336], [0.055, -0.365, -0.075], [-0.115, -0.104, -0.151], [-0.215, -0.220, -0.115], [-0.576, -0.655, -0.319], [0.256, -0.036, 0.537], [0.198, 0.476, 0.149], [-0.238, -0.161, -0.222], [0.152, 0.117, 0.174], [-0.340, 0.338, 0.339], [-0.940, 0.060, -0.534], [0.417, 0.231, 0.080], [-0.127, 0.306, 0.719], [0.037, -0.453, 0.229], [-0.099, -0.221, 0.663]],
  "lowdin_charge": [0.107, 0.112, -0.071, -0.001, 0.104, 0.110, 0.078, 0.643, 0.009, 0.132, -0.213, 0.075, 0.110, 0.071, 0.108, 0.098, -0.053, 0.080, 0.120, -0.046, -1.525, 0.083, 0.100, -1.532, -0.089, 0.108, 0.092, 0.102, 0.106, 0.075, 0.099, -0.042, -0.068, -0.066, 0.032, 0.109, 0.708, -0.166, 0.117, -0.033, 0.091, -0.148, 0.051, -0.056, -0.065, 0.020, 0.117, 0.096, 0.562, 0.075, 0.081, 0.110, 0.044, 0.139, -0.002, -0.059, 0.128, 0.090, 0.012, 0.000, 0.078, -0.008, -0.183, 0.130, 0.002, -0.340, -0.066, 0.115, -0.121, -0.144, -0.342, 0.062, -0.352, -0.019, 0.124, 0.067, -0.006, -0.338, -0.064, 0.073, 0.619, -0.070, -0.193, 0.068, 0.097, 0.083, -0.563, 0.051, -0.186, 0.132, 0.039, -0.350, -0.114, 0.107, -0.065, -0.044, 0.098, 0.084, 0.117, 0.124, -0.100, 0.107, 0.062, 0.088, -0.596, 0.107, 0.108, -0.612, 0.059, 0.053, 0.098, 0.005, 0.120, 0.092, -0.069, 0.047, -0.003, -0.149, 0.111, 0.054, 0.576, -0.061, 0.085, 0.134, -0.311, -0.046, 0.095, -0.014, 0.073, -0.044, 0.591, -0.014, -0.054, -0.036, -0.585, 0.080, -0.042, -0.033, -0.075, 0.016, 0.130, 0.005, 0.068, -0.062, 0.068, 0.070, 0.116, 0.043, -0.074, 0.080, -0.017, -0.133, -0.015, 0.031],
  "total_energy_ev": -535353.3360,
  "e_above_lowest_kj_mol": 162.9,
  "gap_ha": 0.3390
}

=====

Record 2
{
  "formula": "C4H11NO2",
  "method": "ωB97M-V with the def2-TZVPD basis set",
  "elements": ["O", "H", "H", "H", "C", "C", "H", "O", "H", "H", "H", "C", "H", "H", "H", "H", "C", "N"],
  "coordinates": [[0.539067, -0.215932, -1.710151], [-2.516473, 0.067834, -0.946117], [0.834940, 1.529368, 1.560622], [-2.383671, -2.587653, -2.015668], [-0.481271, 0.175160, -1.253956], [0.865328, 1.155887, 0.494243], [3.080156, 0.446657, 3.332159], [2.695681, 0.524858, 4.157377], [1.367864, 0.196104, 0.604665], [-2.569629, -2.105471, -0.232385], [1.472800, 1.799991, -0.123315], [-1.884735, -1.943781, -1.311047], [2.709991, -0.424138, 4.420295], [-2.004531, -0.132471, -2.602576], [-1.315643, 1.371359, 0.227622], [-0.931162, -2.503552, -1.076071], [-1.791210, -0.465853, -1.593464], [-0.553042, 0.906013, -0.105955]],
  "forces_ev_per_a": [[2.549, -0.224, -1.442], [-0.045, -0.416, -0.606], [-0.504, 0.015, -1.307], [-0.345, 0.287, -0.564], [-2.364, -1.223, 2.257], [-1.888, -0.089, 1.212], [1.304, 0.286, -2.908], [-1.067, -1.321, 2.672], [-0.166, -0.091, -0.464], [1.970, 0.435, -3.073], [-0.040, 0.196, -0.189], [-0.824, -1.940, 4.049], [-0.241, 1.037, 0.212], [-0.264, -0.544, -0.473], [-2.215, 1.187, 0.851], [-0.709, 1.113, -0.355], [-1.223, 1.687, -0.015], [6.074, -0.394, 0.143]],
  "nbo_charge": [-0.607, 0.196, 0.208, 0.221, 0.677, -0.427, 0.458, -0.922, 0.211, 0.189, 0.207, -0.596, 0.465, 0.227, 0.394, 0.231, -0.502, -0.628],
  "smiles": "CCC(=O)NC.O",
  "total_energy_ev": -9910.3959,
  "e_above_lowest_kj_mol": 178.1,
  "gap_ha": 0.3833
}

=====

For the records above, the corresponding LUMO energy values read -0.5 0.7 eV.